# 1
The following is a quantum chemistry calculation of C9H10B5F28Li3O4 as an isolated structure in a non-equilibrium geometry, from OMol25.

Values from the calculation:
HOMO-LUMO gap: 6.20 eV
multiplicity: 1
max |F|: 0.087 Eh/bohr
total charge: -2

Positions of all 59 atoms, in Å:
Li (-6.392, 0.439, 1.550)
Li (-3.463, -3.458, 1.814)
Li (-0.263, 0.749, 3.497)
B (3.712, 2.095, 2.976)
F (4.738, 1.213, 2.639)
F (3.786, 2.281, 4.387)
F (3.954, 3.314, 2.388)
F (2.423, 1.618, 2.719)
B (1.682, -2.148, 5.703)
F (2.020, -1.510, 6.859)
F (0.564, -1.460, 5.166)
F (2.829, -2.060, 4.929)
F (1.434, -3.505, 5.933)
B (-2.474, -0.241, 1.024)
F (-2.624, -1.220, 0.101)
F (-2.326, -0.743, 2.240)
F (-1.299, 0.415, 0.811)
F (-3.604, 0.568, 1.022)
B (-2.062, -5.873, 3.165)
F (-3.351, -5.585, 3.562)
F (-2.157, -6.768, 2.136)
F (-1.442, -4.722, 2.825)
F (-1.385, -6.394, 4.283)
B (-6.760, -2.747, 1.084)
F (-6.685, -1.842, 0.054)
F (-8.031, -3.168, 1.348)
F (-5.928, -3.795, 0.799)
F (-6.228, -2.084, 2.182)
C (1.115, -2.143, -3.244)
C (2.377, -2.414, -2.325)
C (2.753, -1.314, -1.328)
O (2.777, -1.896, -0.063)
C (2.330, -3.193, -0.144)
O (2.132, -3.850, 0.831)
O (2.196, -3.493, -1.434)
H (0.248, -2.047, -2.590)
H (1.030, -2.861, -4.060)
H (1.363, -1.260, -3.833)
H (3.242, -2.637, -2.951)
H (2.098, -0.450, -1.444)
H (3.786, -1.004, -1.482)
C (0.221, 3.641, -2.393)
C (-0.708, 4.837, -2.385)
C (-2.006, 4.661, -1.559)
F (-2.575, 3.562, -2.135)
F (-1.886, 4.415, -0.252)
F (-0.221, 5.937, -1.817)
F (-1.030, 5.106, -3.706)
O (1.482, 4.179, -2.790)
C (2.092, 3.631, -3.959)
C (3.484, 4.244, -4.226)
F (4.508, 4.026, -3.350)
F (3.935, 3.846, -5.448)
F (2.330, 2.390, -3.826)
F (1.319, 3.825, -5.013)
H (-0.031, 2.745, -2.960)
H (0.339, 3.351, -1.349)
H (-2.725, 5.471, -1.678)
H (3.362, 5.326, -4.279)

natural (NBO) atomic charge list, values in e, 8 entries: 0.989, 0.977, 0.988, 1.341, -0.569, -0.593, -0.577, -0.599

# 2
The following is a quantum chemistry calculation of a 2-piece molecular cluster, C3H8NO2S overall in a non-equilibrium geometry, from OMol25.

Values from the calculation:
energy above the lowest of the compared OMol25 structures with the same formula, charge and spin: 51.4 kcal/mol
HOMO-LUMO gap: 6.90 eV
multiplicity: 1
max |F|: 0.057 Eh/bohr
total charge: -1

Positions of all 15 atoms, in Å:
O (-0.062, 0.260, -1.991)
C (0.130, -0.656, -1.207)
C (-0.868, -0.908, -0.126)
C (-0.330, -0.327, 1.241)
S (1.444, -0.626, 1.309)
N (-2.239, -0.394, -0.437)
H (0.981, -1.307, -1.405)
H (-0.965, -1.945, 0.194)
H (-0.591, 0.715, 1.477)
H (-0.904, -0.839, 2.041)
H (-2.054, 0.492, -0.921)
H (-2.626, -0.117, 0.458)
H (1.330, 2.543, 0.237)
H (0.038, 1.986, -0.486)
O (0.474, 2.728, -0.118)

natural (NBO) atomic charge list, values in e, 8 entries: -0.620, 0.443, -0.193, -0.532, -0.666, -0.838, 0.153, 0.202

# 3
The following is a quantum chemistry calculation of a 3-piece molecular cluster, C21H39ClINO7PS overall in a non-equilibrium geometry, from OMol25.

Values from the calculation:
HOMO-LUMO gap: 5.85 eV
multiplicity: 1
max |F|: 0.024 Eh/bohr
total charge: +1

Positions of all 72 atoms, in Å:
C (0.448, -6.456, 1.609)
C (-0.086, -5.139, 1.032)
C (0.835, -4.596, -0.021)
O (0.371, -3.272, -0.408)
C (1.088, -2.634, -1.343)
C (0.577, -2.636, -2.622)
N (1.191, -2.008, -3.637)
C (0.547, -2.063, -4.959)
C (1.236, -3.085, -5.827)
O (2.074, -3.829, -5.457)
Cl (0.632, -3.040, -7.448)
C (2.360, -1.334, -3.454)
C (2.892, -0.621, -4.673)
O (2.067, 0.477, -4.955)
C (2.525, 1.783, -4.566)
C (2.569, 2.688, -5.766)
C (2.901, -1.270, -2.171)
P (4.378, -0.245, -1.804)
S (3.930, 1.436, -0.953)
C (2.266, -1.923, -1.104)
I (2.954, -1.844, 0.839)
H (-0.321, -7.220, 1.593)
H (0.718, -6.330, 2.651)
H (1.310, -6.829, 1.064)
H (-1.093, -5.240, 0.639)
H (-0.141, -4.389, 1.815)
H (1.845, -4.540, 0.377)
H (0.845, -5.224, -0.913)
H (-0.341, -3.160, -2.828)
H (-0.486, -2.367, -4.832)
H (0.547, -1.085, -5.426)
H (3.931, -0.349, -4.542)
H (2.867, -1.292, -5.525)
H (1.840, 2.173, -3.818)
H (3.502, 1.732, -4.086)
H (1.587, 2.797, -6.210)
H (2.926, 3.665, -5.450)
H (3.265, 2.313, -6.512)
H (5.192, -1.104, -1.061)
H (5.041, -0.108, -3.020)
C (-2.634, -1.859, 1.737)
O (-1.463, -1.781, 2.531)
C (-0.755, -0.564, 2.376)
C (-1.059, 0.423, 3.480)
O (-2.412, 0.837, 3.455)
C (-3.228, 0.180, 4.414)
H (-3.226, -2.695, 2.109)
H (-3.227, -0.946, 1.806)
H (-2.378, -2.046, 0.687)
H (-0.981, -0.115, 1.403)
H (0.315, -0.803, 2.400)
H (-0.437, 1.311, 3.329)
H (-0.802, -0.006, 4.453)
H (-3.052, 0.588, 5.415)
H (-3.046, -0.896, 4.427)
H (-4.264, 0.364, 4.138)
C (-2.970, 6.350, 1.948)
O (-3.272, 5.017, 2.316)
C (-2.129, 4.209, 2.538)
C (-1.800, 4.070, 4.007)
O (-1.420, 5.303, 4.593)
C (-2.457, 5.933, 5.322)
H (-3.884, 6.930, 2.051)
H (-2.199, 6.781, 2.591)
H (-2.637, 6.399, 0.905)
H (-1.265, 4.613, 2.000)
H (-2.350, 3.214, 2.140)
H (-0.950, 3.389, 4.111)
H (-2.649, 3.631, 4.539)
H (-2.614, 5.436, 6.285)
H (-3.396, 5.939, 4.765)
H (-2.147, 6.960, 5.506)

Löwdin atomic charge list, values in e, 8 entries: -0.076, -0.214, -0.202, -0.087, -0.326, 0.106, 0.028, -0.097

# 4
The following is a quantum chemistry calculation of a 2-piece molecular cluster, C5H11O2 overall in a non-equilibrium geometry, from OMol25.

Values from the calculation:
energy above the lowest of the compared OMol25 structures with the same formula, charge and spin: 20.1 kcal/mol
HOMO-LUMO gap: 6.94 eV
multiplicity: 1
max |F|: 0.068 Eh/bohr
total charge: -1

Positions of all 18 atoms, in Å:
C (-0.825, 0.776, 2.267)
C (-2.377, 0.880, 2.032)
C (-0.244, 0.386, 0.918)
H (-0.526, 1.825, 2.405)
H (-0.673, 0.145, 3.130)
H (-2.723, -0.153, 1.940)
H (-2.646, 1.480, 1.174)
H (0.860, 0.355, 0.941)
H (-0.481, -0.626, 0.588)
H (-2.868, 1.281, 2.916)
H (-0.441, 1.076, 0.119)
C (2.260, -0.528, -2.652)
C (1.427, -1.918, -2.705)
O (0.598, -2.111, -3.595)
O (1.552, -2.483, -1.582)
H (1.477, 0.214, -2.892)
H (3.075, -0.404, -3.343)
H (2.554, -0.194, -1.660)

natural (NBO) atomic charge list, values in e, 8 entries: -0.394, -0.600, -0.622, 0.182, 0.199, 0.198, 0.201, 0.213

# 5
The following is a quantum chemistry calculation of a 2-piece molecular cluster, C6H12O overall in a non-equilibrium geometry, from OMol25.

Values from the calculation:
energy above the lowest of the compared OMol25 structures with the same formula, charge and spin: 153.6 kcal/mol
HOMO-LUMO gap (spin up / spin down): 7.85 / 8.30 eV
multiplicity: 1
max |F|: 0.027 Eh/bohr
total charge: 0

Positions of all 19 atoms, in Å:
C (2.143, 0.832, -0.171)
C (1.398, -0.430, -0.539)
O (0.440, -0.696, 1.221)
C (-0.690, -1.162, 0.602)
C (-1.731, -0.879, 1.547)
C (-0.843, -0.364, -0.641)
C (-1.123, 1.112, -0.639)
H (2.525, 0.786, 0.851)
H (1.487, 1.706, -0.248)
H (2.985, 1.009, -0.858)
H (1.901, -1.362, -0.278)
H (1.155, -0.454, -1.608)
H (-0.671, -2.234, 0.335)
H (-1.884, 0.143, 1.882)
H (-2.397, -1.638, 1.964)
H (-1.172, -0.887, -1.547)
H (-0.584, 1.594, -1.467)
H (-2.185, 1.340, -0.795)
H (-0.794, 1.569, 0.298)

natural (NBO) atomic charge list, values in e, 8 entries: -0.650, -0.213, -0.544, -0.088, -0.229, -0.041, -0.692, 0.226

# 6
The following is a quantum chemistry calculation of an isolated ion of composition C9H15N2 and charge +1 in a non-equilibrium geometry, from OMol25.

Values from the calculation:
energy above the lowest of the compared OMol25 structures with the same formula, charge and spin: 70.5 kcal/mol
HOMO-LUMO gap (spin up / spin down): 11.37 / 6.44 eV
multiplicity: 3
max |F|: 0.124 Eh/bohr
total charge: +1

Positions of all 26 atoms, in Å:
C (-0.071, 2.112, -1.919)
C (-0.249, 0.816, -1.094)
C (0.963, 0.704, -0.369)
C (-2.034, -0.077, 0.384)
C (-2.493, 0.356, -2.085)
C (3.186, -0.299, 0.467)
C (1.423, -0.108, 2.087)
C (-1.460, -0.030, -1.056)
C (1.739, -0.560, 0.792)
N (1.150, 2.476, -1.479)
N (1.807, 1.681, -0.782)
H (-0.686, 2.732, -2.654)
H (-1.292, 0.188, 1.098)
H (-2.581, -1.032, 0.576)
H (-2.733, 0.791, 0.522)
H (-2.742, 1.468, -1.969)
H (-3.364, -0.144, -1.878)
H (-2.031, 0.327, -3.037)
H (3.770, -1.182, 0.405)
H (3.453, 0.490, 1.126)
H (3.237, 0.066, -0.554)
H (0.309, -0.359, 2.488)
H (1.663, 0.970, 2.149)
H (2.042, -0.777, 2.781)
H (-1.237, -1.008, -1.472)
H (1.312, -1.526, 0.375)

natural (NBO) atomic charge list, values in e, 8 entries: 0.024, 0.196, 0.120, -0.599, -0.577, -0.641, -0.665, -0.324